16
Properties=species:S:1:pos:R:3:forces:R:3 method="wB97M-V/def2-TZVPD" lumo_ev=0.632 de_lowest_kj_mol=186.3 largest_force_ev_per_a=1.41 e_tot_ev=-10888.65055 smiles="N[C@H](C=O)CO.O"
O -2.270 1.450 -1.253 -0.079 0.054 0.047
C -1.867 1.002 -0.214 0.128 -0.029 -0.328
C -0.392 0.941 0.136 -0.338 -0.143 0.920
C 0.432 0.580 -1.069 0.686 1.010 -0.286
O 1.812 0.858 -0.782 -0.162 -0.312 0.148
N -0.174 0.006 1.273 0.160 -0.114 -1.396
H -2.560 0.589 0.534 -0.054 -0.043 0.194
H -0.089 1.933 0.489 -0.067 0.287 -0.472
H 0.298 -0.434 -1.366 -0.180 -1.073 0.032
H 0.131 1.172 -1.933 -0.138 0.204 0.147
H 2.338 0.084 -1.001 0.034 0.069 -0.081
H 0.812 -0.216 1.207 0.216 0.043 0.361
H -0.269 0.535 2.114 -0.083 0.143 0.743
H 0.765 -2.067 0.502 -0.342 -0.019 0.234
H 0.318 -3.429 1.065 -0.005 0.210 -0.031
O 0.716 -3.003 0.298 0.224 -0.289 -0.229

***

16
Properties=species:S:1:pos:R:3:forces:R:3 method="wB97M-V/def2-TZVPD" lumo_ev=0.591 de_lowest_kj_mol=187.3 largest_force_ev_per_a=1.43 e_tot_ev=-10888.64040 smiles="N[C@H](C=O)CO.O"
O 2.026 0.528 -1.718 0.391 0.242 -0.219
C 1.276 -0.363 -1.449 -0.539 -0.338 0.148
C -0.185 -0.163 -1.043 0.841 1.042 0.494
C -0.365 1.209 -0.391 -0.720 0.475 0.797
O -1.762 1.583 -0.356 0.430 -0.080 -0.210
N -0.532 -1.251 -0.174 -0.971 -0.776 0.561
H 1.574 -1.432 -1.407 0.146 0.131 -0.129
H -0.816 -0.155 -1.916 -0.134 -0.318 -0.598
H -0.047 1.115 0.654 -0.104 -0.008 -0.038
H 0.209 2.054 -0.769 0.223 -0.405 -0.554
H -1.937 2.078 -1.167 -0.038 -0.141 0.259
H -1.522 -1.473 -0.200 0.093 0.067 -0.289
H -0.361 -1.045 0.807 0.454 0.057 -0.236
H 0.982 -1.612 3.295 0.200 -0.036 -0.109
H 0.344 -0.272 3.044 0.258 0.078 -0.040
O 1.113 -0.801 2.789 -0.533 0.011 0.164

***

16
Properties=species:S:1:pos:R:3:forces:R:3 method="wB97M-V/def2-TZVPD" lumo_ev=0.351 de_lowest_kj_mol=189.8 largest_force_ev_per_a=3.17 e_tot_ev=-10888.61483 smiles="NC(=O)CCO.O"
C 0.033 -0.351 -0.649 -1.517 -1.743 -0.739
C -0.045 -1.552 0.298 -1.500 -0.780 -1.754
O -1.278 -2.196 -0.096 -0.522 -1.549 0.017
C -0.795 0.771 -0.092 -0.592 2.969 0.844
N -0.445 1.370 1.138 0.059 -1.365 -1.960
O -1.759 1.309 -0.620 0.330 -1.490 -0.482
H -0.583 -0.842 -1.565 2.060 1.803 1.597
H 1.080 -0.126 -0.808 -0.060 0.615 -0.590
H 0.797 -2.267 0.110 -0.972 0.420 0.072
H -0.146 -1.383 1.333 0.463 0.726 1.373
H -2.163 -1.778 0.030 1.647 0.289 0.322
H -1.208 1.826 1.577 -0.236 0.510 0.378
H 0.341 1.079 1.649 0.705 -0.415 0.867
H 3.311 1.414 0.330 -0.150 1.049 0.863
H 2.898 0.053 -0.106 -0.349 -0.722 0.156
O 3.488 0.761 -0.320 0.634 -0.318 -0.962

***

16
Properties=species:S:1:pos:R:3:forces:R:3 method="wB97M-V/def2-TZVPD" lumo_ev=0.487 de_lowest_kj_mol=314.4 largest_force_ev_per_a=8.58 e_tot_ev=-10887.32256 smiles="O=CNCCO.O"
C 0.354 -1.923 -0.536 -4.807 1.860 0.986
N -0.075 -1.220 0.701 7.567 -2.608 -3.082
C 0.937 -0.241 1.116 -1.499 0.635 1.567
C 1.092 0.890 0.121 0.923 2.358 2.130
O 0.078 1.859 0.096 -1.961 0.214 -0.899
O -0.508 -2.255 -1.320 -0.010 -0.696 0.032
H 1.339 -2.040 -0.952 1.360 0.299 1.349
H -0.981 -1.029 0.893 -3.325 0.521 -0.119
H 0.399 0.234 2.021 1.696 -0.579 -0.850
H 1.956 -0.708 1.334 -1.494 0.508 -0.009
H 1.929 1.556 0.426 0.127 -0.904 0.082
H 1.322 0.604 -0.839 0.508 -1.256 -2.380
H -0.713 1.638 -0.483 2.055 0.073 1.940
H -1.927 1.205 -1.471 -1.474 -1.169 1.444
H -3.021 0.611 -0.532 -6.848 -1.498 -0.167
O -2.182 0.820 -0.576 7.181 2.242 -2.025

***

18
Properties=species:S:1:pos:R:3:forces:R:3 method="wB97M-V/def2-TZVPD" lumo_ev=3.623 de_lowest_kj_mol=55.3 largest_force_ev_per_a=5.69 e_tot_ev=-31017.22353 charge=-1
C -1.997 -0.446 -0.950 -1.086 -0.077 3.152
C -0.814 0.549 -0.787 0.067 1.082 1.511
C 0.456 -0.101 -1.302 -0.266 2.121 -1.120
N 1.225 0.365 -2.204 1.427 -5.101 2.085
O -0.644 -1.203 2.396 -0.930 0.265 -0.109
O 1.419 -2.023 3.550 -1.604 0.163 4.341
O 1.611 -1.414 1.289 2.708 0.427 1.362
P 0.779 -0.901 2.617 0.030 -0.011 -2.170
S 1.398 0.872 3.163 0.037 0.473 0.220
H -2.875 0.058 -0.417 0.860 -0.783 -0.821
H -1.809 -1.377 -0.299 -0.076 1.330 -0.964
H -2.363 -0.797 -1.918 0.622 0.485 -0.240
H -1.040 1.575 -1.218 0.415 -1.324 -0.222
H -0.653 0.883 0.360 -0.443 -1.444 -2.271
H 0.704 -1.059 -0.891 0.048 -0.436 0.342
H 1.074 1.189 -2.617 -1.510 4.158 -1.422
H 2.567 -1.398 1.695 -2.335 -0.051 -1.650
H 0.862 -1.772 4.409 2.036 -1.277 -2.024

***

18
Properties=species:S:1:pos:R:3:forces:R:3 method="wB97M-V/def2-TZVPD" lumo_ev=3.359 de_lowest_kj_mol=37.7 largest_force_ev_per_a=3.06 e_tot_ev=-31017.40578 smiles="CC[C@@](N)(S)[P@](=O)([O-])O" charge=-1
C 0.864 -1.731 1.036 1.130 -1.137 -1.448
C 0.915 -0.920 -0.228 2.144 -0.730 -1.078
C -0.170 0.032 -0.474 -1.813 1.895 -1.585
N -0.039 0.441 -1.988 -0.430 0.169 1.657
O 1.000 2.309 0.353 1.042 0.885 -0.074
O -0.558 1.098 2.139 0.655 -0.032 -1.216
O -1.524 2.324 0.235 -0.449 2.069 -1.455
P -0.200 1.558 0.746 -0.644 -1.966 0.429
S -1.846 -0.788 -0.278 0.412 0.139 -0.262
H -0.093 -2.208 1.051 -0.623 -0.124 0.686
H 1.581 -2.532 0.864 0.148 -0.413 0.056
H 1.213 -1.298 1.911 -0.134 1.275 1.807
H 0.922 -1.745 -0.983 -0.333 0.910 -0.183
H 1.870 -0.346 -0.458 -0.880 -0.705 0.758
H -0.128 1.489 -2.134 -0.427 -2.119 0.221
H -1.313 3.118 -0.339 -0.127 -1.582 1.072
H -0.706 -0.183 -2.497 0.642 1.498 0.289
H -1.788 -0.618 1.044 -0.314 -0.033 0.324

***

17
Properties=species:S:1:pos:R:3:forces:R:3 method="wB97M-V/def2-TZVPD" lumo_ev=0.487 de_lowest_kj_mol=90.2 largest_force_ev_per_a=1.89 e_tot_ev=-21724.69574 smiles="N[C@H](CS)C(=O)O.O"
O 0.044 0.638 -2.175 -0.997 0.677 -0.200
C -0.583 0.076 -1.321 0.992 -0.620 0.297
O -1.635 0.526 -0.613 -0.144 -0.446 -0.116
C -0.089 -1.267 -0.774 -0.463 -0.821 0.292
C 1.417 -1.329 -1.010 0.864 -0.124 1.674
S 2.249 -2.832 -0.273 -0.273 0.441 -1.111
N -0.360 -1.440 0.652 0.395 0.341 0.560
H -2.017 1.341 -0.938 0.213 0.520 -0.436
H -0.542 -2.120 -1.303 -0.169 0.423 0.011
H 1.836 -0.518 -0.397 0.050 0.103 -0.613
H 1.726 -1.230 -2.038 -0.124 0.063 -0.181
H 1.326 -2.901 0.664 -0.337 -0.184 0.630
H -1.320 -1.548 0.945 -0.240 -0.209 -0.674
H -0.066 -0.608 1.162 0.238 -0.153 -0.123
H -0.190 3.895 2.935 0.419 0.709 0.604
H -0.994 5.131 2.213 0.672 -0.415 0.702
O -0.802 4.186 2.273 -1.096 -0.306 -1.318

***

17
Properties=species:S:1:pos:R:3:forces:R:3 method="wB97M-V/def2-TZVPD" lumo_ev=0.279 de_lowest_kj_mol=93.4 largest_force_ev_per_a=6.83 e_tot_ev=-12936.43696 smiles="CC(=O)NC=O.O.O"
O 1.989 -1.744 0.698 -0.842 1.409 -0.533
C 1.289 -0.889 0.174 2.108 0.287 0.213
N 1.851 0.441 -0.047 0.347 0.178 0.268
C 1.325 1.681 -0.576 1.097 0.566 1.154
O 1.859 2.735 -0.237 -0.885 -1.813 -0.849
C -0.055 -1.154 -0.372 -0.746 1.757 -2.637
H 2.814 0.576 0.397 -2.040 -0.236 -0.693
H 0.464 1.715 -1.316 0.795 -0.766 0.914
H -0.873 -0.757 0.256 0.474 -0.254 -0.219
H -0.120 -0.562 -1.404 -0.098 -1.350 2.231
H -0.176 -2.212 -0.599 -0.017 0.087 0.317
H -2.675 -0.450 -2.522 -1.145 -0.356 -0.100
H -2.365 1.081 -2.197 -0.118 -1.177 -0.301
O -2.001 0.192 -2.392 1.085 1.670 0.265
H -1.681 -0.274 2.785 2.151 0.523 1.582
H -0.824 -0.366 4.081 -0.288 -2.239 4.727
O -0.822 -0.013 3.270 -1.878 1.715 -6.338

***

18
Properties=species:S:1:pos:R:3:forces:R:3 method="wB97M-V/def2-TZVPD" lumo_ev=0.358 de_lowest_kj_mol=184.3 largest_force_ev_per_a=6.65 e_tot_ev=-23769.51410 smiles="NS(=O)(=O)C(O)O.C=C"
C -1.084 2.130 -0.907 0.328 -0.469 0.941
C -0.485 1.996 -2.082 2.794 2.617 1.793
C -0.136 -1.097 -0.131 -0.547 0.491 -0.801
N 1.549 -0.133 1.989 5.221 0.160 -4.109
O 2.470 -1.718 0.197 -0.207 1.213 0.142
O 0.826 -2.509 1.732 -1.568 -2.232 2.853
O -0.732 -2.331 -0.303 -0.514 0.330 0.113
O -0.950 -0.130 0.582 -0.827 -1.266 -0.221
S 1.301 -1.435 0.986 1.780 1.445 -2.245
H -2.134 1.822 -0.717 0.888 0.218 -0.237
H -0.466 2.377 -0.016 -0.839 0.310 -0.712
H 0.206 -0.745 -1.193 -0.635 -0.291 2.131
H -0.995 1.634 -2.885 -1.188 -0.834 -2.355
H 0.564 2.497 -2.246 -1.987 -1.511 0.307
H 2.083 0.658 1.425 -1.605 -2.148 1.689
H 0.746 0.156 2.379 -3.598 1.459 1.727
H -0.836 -2.787 0.565 0.411 0.461 -0.544
H -1.927 -0.382 0.625 2.094 0.049 -0.473

***

18
Properties=species:S:1:pos:R:3:forces:R:3 method="wB97M-V/def2-TZVPD" lumo_ev=0.266 de_lowest_kj_mol=286.7 largest_force_ev_per_a=3.36 e_tot_ev=-23768.45255
C -1.756 -1.429 -0.703 0.106 0.411 0.021
C -1.655 -0.249 0.243 -0.459 -0.515 0.313
C 0.346 0.889 -0.201 0.802 -0.149 3.265
N 1.025 1.901 -0.707 0.271 0.626 -0.697
O 0.896 -1.592 0.846 -0.058 0.248 0.382
O 1.989 -0.803 -1.197 0.386 0.038 0.042
O 2.596 0.218 0.912 0.300 -0.406 -0.574
O -0.926 0.833 -0.368 -0.462 0.071 -0.806
S 1.471 -0.524 0.105 -0.184 -0.368 -0.932
H -2.336 -2.215 -0.230 -0.067 -0.132 0.068
H -2.248 -1.129 -1.624 -0.061 -0.047 -0.101
H -0.766 -1.818 -0.929 -0.063 -0.124 -0.073
H -1.154 -0.511 1.180 -0.136 0.192 -0.112
H -2.636 0.179 0.456 0.133 -0.021 -0.018
H 0.381 1.084 1.876 0.162 -0.274 -1.270
H 0.573 2.789 -0.867 -0.017 -0.144 0.064
H 2.021 1.889 -0.538 -0.156 0.224 -0.147
H 2.180 0.488 1.747 -0.498 0.369 0.575

***

18
Properties=species:S:1:pos:R:3:forces:R:3 method="wB97M-V/def2-TZVPD" lumo_ev=0.469 de_lowest_kj_mol=108.9 largest_force_ev_per_a=4.90 e_tot_ev=-23770.29561 smiles="CCN[C@H](O)S(=O)(=O)O"
C 2.567 0.174 0.159 0.030 -0.939 -1.811
C 1.118 -0.371 0.420 0.311 0.478 1.060
C -0.688 0.515 -1.015 -1.004 -2.977 0.530
N 0.318 -0.549 -0.788 -0.296 2.987 -0.295
O -3.504 0.248 -0.735 1.007 -0.093 1.200
O -2.157 -1.685 -0.164 0.359 -3.991 0.393
O -1.986 0.207 1.381 -0.349 0.405 -1.218
O -0.659 1.748 -0.494 0.135 0.849 -2.332
S -2.287 -0.300 -0.162 -0.756 4.527 -1.705
H 2.919 -0.089 -0.875 -0.861 0.036 0.573
H 2.819 1.219 0.200 -0.411 0.577 0.589
H 3.260 -0.424 0.729 0.251 0.251 0.767
H 0.533 0.197 1.251 1.106 -0.748 -1.320
H 1.376 -1.318 0.880 -0.726 -0.447 -0.088
H -0.913 0.517 -2.087 -0.332 0.321 0.350
H -0.226 -1.380 -0.982 0.701 -0.578 0.669
H -2.252 -0.510 1.952 -0.165 -0.545 0.506
H -0.239 1.801 0.328 1.000 -0.116 2.132

***

15
Properties=species:S:1:pos:R:3:forces:R:3 method="wB97M-V/def2-TZVPD" lumo_ev=-3.965 de_lowest_kj_mol=101.3 largest_force_ev_per_a=3.06 e_tot_ev=-16074.85163 smiles="C=[N+](C)C[PH2]=O" charge=+1
C 0.174 0.861 -0.843 0.129 2.538 -0.321
C -1.615 0.033 0.730 -0.819 -1.716 0.046
C -0.190 -1.436 -0.525 0.622 -1.769 1.396
N -0.641 -0.233 -0.404 -1.974 0.903 0.759
O 1.447 -0.900 0.607 1.257 1.171 -0.227
P 1.720 0.559 0.189 0.676 -2.982 -0.054
H 0.253 1.063 -1.960 0.273 -0.823 1.411
H -0.174 1.844 -0.421 -0.349 -0.995 -0.537
H -1.660 -0.925 1.361 0.406 1.706 -0.588
H -2.626 0.067 0.283 0.536 0.459 0.164
H -1.418 0.952 1.326 0.190 -0.827 -0.598
H -0.582 -2.275 0.162 0.440 1.570 -1.436
H 0.482 -1.734 -1.324 -0.282 0.230 -0.030
H 2.934 0.809 -0.519 -0.656 -0.095 0.014
H 1.896 1.314 1.338 -0.452 0.629 0.001

***

15
Properties=species:S:1:pos:R:3:forces:R:3 method="wB97M-V/def2-TZVPD" lumo_ev=-5.559 de_lowest_kj_mol=294.1 largest_force_ev_per_a=6.29 e_tot_ev=-16072.85378 smiles="C=[N+](C)COP" charge=+1
C -1.710 -0.263 0.795 -2.185 -0.215 -0.691
C -1.321 1.596 -0.689 0.974 0.117 -2.201
C 0.503 0.609 0.448 2.531 -5.733 0.540
N -0.890 0.540 0.222 -1.646 -1.290 0.420
O 1.070 -1.072 0.440 -3.794 3.931 0.907
P 2.474 -1.517 -0.237 0.958 1.159 -0.838
H -1.452 -0.952 1.601 0.514 0.212 -0.353
H -2.839 -0.290 0.448 2.549 0.346 0.696
H -1.017 1.431 -1.821 -0.041 0.158 2.533
H -0.754 2.385 -0.190 -0.666 1.015 -1.044
H -2.389 1.732 -0.729 -0.274 0.080 0.575
H 0.981 0.921 -0.418 0.879 1.256 -1.215
H 0.930 0.849 1.400 -0.425 0.654 0.433
H 1.928 -2.246 -1.307 0.092 -0.466 -0.083
H 2.549 -2.486 0.720 0.535 -1.225 0.321

***

15
Properties=species:S:1:pos:R:3:forces:R:3 method="wB97M-V/def2-TZVPD" lumo_ev=0.861 de_lowest_kj_mol=96.5 largest_force_ev_per_a=1.19 e_tot_ev=-17629.20502 smiles=OCNCCS
C 0.270 -0.218 -0.196 -0.906 -0.071 -0.114
C -0.940 -1.156 -0.035 -0.089 0.592 -0.404
S -2.200 -0.796 -1.342 0.356 -0.340 0.093
N 1.179 -0.269 0.935 0.119 0.147 0.204
C 1.562 0.996 1.441 0.501 0.785 -0.747
O 2.307 1.740 0.418 -0.405 0.012 0.202
H 0.774 -0.450 -1.131 0.094 -0.090 -0.153
H -0.144 0.778 -0.347 0.239 0.229 0.217
H -1.494 -0.990 0.889 0.500 -0.148 0.147
H -0.610 -2.184 -0.112 -0.216 -0.291 0.072
H -3.055 -0.208 -0.505 -0.113 0.094 -0.040
H 2.018 -0.774 0.702 0.116 -0.310 -0.037
H 0.670 1.566 1.712 0.089 -0.041 0.147
H 2.259 0.895 2.267 -0.250 -0.233 0.395
H 2.302 2.686 0.627 -0.034 -0.335 0.017

***

15
Properties=species:S:1:pos:R:3:forces:R:3 method="wB97M-V/def2-TZVPD" lumo_ev=0.617 de_lowest_kj_mol=181.1 largest_force_ev_per_a=3.08 e_tot_ev=-17628.32801 smiles=CC[C@H](O)SN
C 1.693 -1.606 -0.694 -3.060 -0.310 0.114
C 0.211 -1.065 -0.763 -0.141 1.046 -0.353
C -0.315 -0.140 0.406 -0.853 1.985 -1.548
N -1.219 2.523 0.812 0.252 -0.408 -0.882
O -1.693 -0.243 0.710 -0.443 0.268 -0.633
S -0.074 1.690 -0.281 -0.192 -0.827 1.107
H 2.395 -0.922 -1.102 0.661 0.502 0.046
H 1.772 -2.592 -1.128 -0.001 -0.073 -0.622
H 1.719 -1.803 0.332 1.397 -0.075 1.840
H -0.576 -1.828 -0.898 0.569 0.154 0.038
H 0.184 -0.380 -1.618 -0.431 -0.507 -0.269
H 0.184 -0.180 1.346 0.923 -0.274 0.529
H -1.215 3.524 0.579 0.041 -0.621 0.047
H -0.889 2.408 1.754 0.264 0.257 0.385
H -2.177 0.617 0.545 1.015 -1.117 0.200

***

15
Properties=species:S:1:pos:R:3:forces:R:3 method="wB97M-V/def2-TZVPD" lumo_ev=0.674 de_lowest_kj_mol=511.6 largest_force_ev_per_a=4.79 e_tot_ev=-17624.90285 smiles="C=[S@](C)(=O)NC"
C 0.240 -2.266 -0.153 1.532 4.533 0.015
C 0.123 1.453 -1.655 -0.467 0.196 -1.019
C -0.202 0.269 1.856 -3.125 -0.064 -0.766
N 0.580 0.473 -0.714 -1.738 0.159 0.491
O -1.802 -0.337 -0.179 0.971 -0.081 0.051
S -0.401 -0.542 0.192 -0.183 -0.860 -1.340
H -0.398 -2.998 0.181 -2.305 -1.333 0.959
H 1.106 -2.298 0.516 0.443 0.018 -0.200
H 0.124 1.176 -2.717 1.032 -0.426 0.074
H -0.925 1.568 -1.607 -1.350 0.450 0.972
H 0.609 2.421 -1.530 -0.005 -0.093 0.118
H 0.040 -0.582 2.343 0.841 -2.813 2.228
H 0.645 0.888 1.988 0.357 1.299 -0.331
H -1.252 0.521 2.300 2.031 0.234 -1.219
H 1.514 0.253 -0.819 1.967 -1.220 -0.034